[1]
The following is a quantum chemistry calculation of a molecular structure, C32H34B2F4N4O4PSSn, from the OMol25 dataset.

Results
E_LUMO ... -4.39 eV
Charge ... +1
Highest occupied orbital energy ... -10.8 eV
Relative energy (zero: lowest compared OMol25 entry of this formula, charge and spin) ... 35.0 kcal per mole

Each line ends with the Mulliken charge.
Atoms and positions in Å:
Sn (-1.5917, -0.3699, 0.1111)  0.93
C (-3.3669, -2.5444, -3.5648)  -1.74
C (-3.0397, -2.0217, -2.2119)  0.77
N (-2.0687, -1.2362, -1.9658)  0.24
O (-1.1643, -0.9357, -2.9286)  -0.92
B (0.0392, -1.6888, -2.5476)  0.57
F (-0.2785, -3.0466, -2.5855)  -0.47
F (1.1107, -1.3903, -3.3460)  -0.28
O (0.3034, -1.2250, -1.0840)  1.55
N (1.1921, -1.7502, 1.0060)  0.84
C (1.4023, -1.0290, 2.2047)  0.77
C (2.6173, -0.2318, 2.5590)  -1.82
C (0.3361, -1.2785, 3.0064)  0.62
N (-0.4987, -2.1437, 2.3160)  0.44
O (-1.8453, -1.8857, 2.3140)  -0.37
B (-2.9192, -2.9818, 2.3931)  0.47
F (-2.3118, -4.2199, 2.3317)  -0.32
F (-3.6624, -2.7644, 3.5149)  -0.30
O (-3.7909, -2.7484, 1.1948)  -0.60
N (-3.1738, -2.3284, 0.0904)  0.82
C (-3.8102, -2.4582, -1.0135)  -0.05
C (-5.1418, -3.1195, -1.1329)  -1.76
C (-0.0371, -0.8100, 4.3640)  -1.48
H (-2.5337, -2.3636, -4.2367)  0.37
H (-4.2475, -2.0244, -3.9513)  0.43
H (-3.5926, -3.6097, -3.5264)  0.37
H (3.5003, -0.6168, 2.0558)  0.29
H (2.7789, -0.2994, 3.6343)  0.61
H (2.5098, 0.8226, 2.2974)  0.35
H (-5.6338, -3.1186, -0.1645)  0.46
H (-5.0209, -4.1594, -1.4473)  0.30
H (-5.7704, -2.6163, -1.8676)  0.43
H (0.6434, -0.0398, 4.7130)  0.44
H (-0.0148, -1.6465, 5.0659)  0.34
H (-1.0619, -0.4339, 4.3508)  0.30
C (3.8279, 5.1317, 0.6962)  -0.61
C (2.9634, 4.6772, 1.6784)  -0.73
C (2.2301, 3.5163, 1.4685)  -0.07
C (2.3386, 2.8020, 0.2782)  1.42
C (3.1876, 3.2903, -0.7186)  -0.39
C (3.9367, 4.4354, -0.5016)  -0.91
P (1.2037, 1.3727, 0.0301)  0.59
C (0.3474, 1.9432, -1.4907)  0.98
C (0.8108, 1.7770, -2.7889)  -0.42
C (0.0935, 2.3061, -3.8526)  -0.66
C (-1.0803, 3.0126, -3.6295)  -0.80
C (-1.5456, 3.1919, -2.3362)  -0.36
C (-0.8350, 2.6546, -1.2722)  -0.06
C (2.2729, -0.0563, -0.4336)  -0.54
C (3.5653, -0.0090, -0.7686)  -0.80
C (4.3032, -1.1769, -1.2289)  -1.11
C (3.7027, -2.3653, -1.3546)  -1.42
C (2.3359, -2.5810, -0.9393)  0.92
C (1.8063, -3.8248, -0.9581)  -0.89
C (0.4969, -4.2309, -0.5283)  -1.09
C (-0.3112, -3.6222, 0.3637)  -0.52
C (0.0927, -2.5246, 1.1596)  -0.41
C (1.5317, -1.3959, -0.4151)  0.17
H (4.4060, 6.0338, 0.8535)  0.40
H (2.8531, 5.2274, 2.6044)  0.46
H (1.5536, 3.1686, 2.2390)  -0.46
H (3.2447, 2.8022, -1.6815)  0.44
H (4.5979, 4.7969, -1.2801)  0.43
H (1.7082, 1.2055, -2.9840)  0.30
H (0.4562, 2.1535, -4.8618)  0.45
H (-1.6318, 3.4253, -4.4650)  0.42
H (-2.4516, 3.7576, -2.1538)  0.52
H (-1.1730, 2.8225, -0.2519)  -0.73
H (4.0968, 0.9333, -0.7255)  0.66
H (5.3414, -1.0560, -1.5098)  0.45
H (4.2426, -3.2175, -1.7516)  0.43
H (2.4270, -4.6049, -1.3862)  0.41
H (0.1340, -5.1567, -0.9573)  0.46
H (-1.2692, -4.0599, 0.6057)  0.75
C (-0.9375, 2.7062, 3.6478)  -0.31
S (-2.1352, 1.9578, 2.5095)  0.33
C (-2.5411, 3.4217, 1.5199)  -1.12
H (-1.2555, 3.7244, 3.8659)  0.46
H (0.0595, 2.7037, 3.2146)  -0.21
H (-0.9450, 2.1310, 4.5664)  0.37
H (-1.6611, 3.7965, 0.9980)  0.44
H (-2.9472, 4.1884, 2.1762)  0.52
H (-3.3049, 3.1285, 0.8008)  0.25

Forces on atoms 1 to 6 (eV/Å):
Sn -0.164 -0.432 -0.514
C 0.085 -0.011 -0.022
C -0.173 -0.104 -0.130
N -0.437 0.425 0.679
O 0.159 0.250 -0.437
B 0.284 -0.126 -0.350

[2]
The following is a quantum chemistry calculation of C3H6N2S2 in the gas phase in a non-equilibrium geometry, from the OMol25 dataset.

Results
E_LUMO ... -0.01 eV
Charge ... 0
Highest occupied orbital energy ... -8.6 eV
SMILES ... C=NNC(=S)CS
Relative energy (zero: lowest compared OMol25 entry of this formula, charge and spin) ... 43.3 kcal per mole

Each line ends with the Mulliken charge.
Atoms and positions in Å:
C (0.3866, -1.7633, -0.2287)  -0.90
C (-0.0711, -0.4141, -0.5773)  0.73
C (-0.9289, 2.4379, -0.0683)  -0.19
H (2.0161, -1.2103, 1.3759)  0.12
H (-0.2300, -2.1446, 0.5671)  0.32
H (0.3112, -2.3700, -1.0953)  0.39
H (-0.5277, -0.3012, 1.4014)  0.31
H (-1.2034, 3.4455, 0.2198)  0.27
H (-0.5853, 2.2794, -1.1233)  0.14
N (-0.4417, 0.2624, 0.5505)  0.32
N (-0.8502, 1.5481, 0.8233)  -0.96
S (2.1096, -1.9483, 0.2581)  -0.15
S (0.0148, 0.1786, -2.1032)  -0.39

Forces on atoms 1 to 6 (eV/Å):
C 0.126 -0.667 0.425
C 0.191 1.962 0.311
C 1.133 0.093 -1.932
H 0.109 -0.046 -0.026
H -0.335 -0.508 0.221
H -0.278 -0.700 -0.680

[3]
The following is a quantum chemistry calculation of C5H11NO2 in the gas phase in a non-equilibrium geometry, from the OMol25 dataset.

Results
E_LUMO ... 0.88 eV
Charge ... 0
Highest occupied orbital energy ... -9.1 eV
SMILES ... CN[C@@]1(C)O[C@@]1(C)O
Relative energy (zero: lowest compared OMol25 entry of this formula, charge and spin) ... 38.1 kcal per mole

Each line ends with the Mulliken charge.
Atoms and positions in Å:
C (1.1436, -0.3972, 0.0694)  0.92
C (2.3911, 0.3789, -0.2762)  -1.25
C (-2.4540, -0.7247, 0.3961)  -0.97
C (-0.4662, 1.5844, -0.4090)  -1.39
N (-1.2393, -0.7500, -0.4047)  -0.34
C (-0.2265, 0.1435, -0.0319)  0.56
O (1.2567, -1.7754, -0.0721)  -0.55
O (0.4859, -0.0863, 1.2674)  -0.59
H (1.7595, -2.0176, 0.7442)  0.38
H (-0.8514, -1.6920, -0.4481)  0.32
H (2.6454, 0.2030, -1.3156)  0.28
H (2.2462, 1.4387, -0.1024)  0.36
H (3.2131, 0.0421, 0.3529)  0.33
H (-3.1273, -1.4909, 0.0160)  0.35
H (-2.2627, -0.9049, 1.4613)  0.31
H (-2.9372, 0.2464, 0.2887)  0.28
H (0.1035, 2.2357, 0.2372)  0.42
H (-1.5251, 1.8188, -0.3271)  0.34
H (-0.1552, 1.7475, -1.4461)  0.25

Forces on atoms 1 to 6 (eV/Å):
C -0.473 0.424 0.089
C -0.324 -0.252 0.177
C 0.090 0.097 0.023
C 0.040 -0.290 0.015
N 0.144 -0.533 0.021
C 0.740 -0.306 -0.228

[4]
The following is a quantum chemistry calculation of a molecular structure, C5H9IrMgO4 in a non-equilibrium geometry, from the OMol25 dataset.

Results
E_LUMO (alpha / beta) ... -9.87 / -10.30 eV
⟨S²⟩ ... 6.01
Charge ... +2
Multiplicity ... 5
Highest occupied orbital energy (alpha / beta) ... -16.3 / -16.3 eV
Relative energy (zero: lowest compared OMol25 entry of this formula, charge and spin) ... 68.5 kcal per mole

Each line ends with the Mulliken charge.
Atoms and positions in Å:
O (-2.4328, -0.8911, -0.4217)  -0.72
C (-2.8722, 0.3704, -0.2432)  0.09
C (-2.0718, 1.4473, -0.1273)  -0.39
O (-0.7545, 1.3808, 0.2299)  -0.30
C (0.2992, 0.9199, -0.6539)  -1.17
C (1.4898, 0.6828, 0.2393)  0.07
O (1.2760, -0.5674, 0.9335)  -0.24
C (2.3376, -1.0491, 1.7308)  -0.61
Ir (-0.4544, -1.1964, 0.1274)  1.30
H (-3.8996, 0.5471, -0.5778)  0.40
H (-2.4108, 2.4353, -0.4433)  0.42
H (0.5230, 1.6909, -1.3998)  0.60
H (1.6034, 1.4510, 1.0226)  0.38
H (2.4041, 0.5734, -0.3644)  0.40
H (2.0708, -2.0553, 2.0718)  0.25
H (3.2663, -1.1070, 1.1448)  0.31
H (2.4601, -0.3767, 2.5928)  0.30
Mg (-2.2730, -2.3230, -1.7165)  1.34
O (-0.5340, -1.5462, -1.8748)  -0.94
H (-0.0273, -0.3867, -2.2705)  0.49

Forces on atoms 1 to 6 (eV/Å):
O -0.806 -1.618 1.345
C -0.176 1.999 -1.679
C -1.232 -0.160 -0.928
O 1.249 -1.845 -0.218
C 0.099 2.132 1.550
C 0.797 0.385 -0.130

Number 1: total energy -86063.6977 eV. Number 2: total energy -27857.2174 eV. Number 3: total energy -10947.6137 eV. Number 4: total energy -21779.3942 eV.